DFT (ωB97M-V/def2-TZVPD) results for a structure of composition C33H68Cl12N2O4Si2.

XYZ file:
```
121
Properties=species:S:1:pos:R:3:forces:R:3
C -0.114711 0.378889 5.037064 -0.5 0.7 0.5
C 0.225937 1.770406 4.438639 0.5 -1.3 -0.5
C 1.342113 1.643421 3.376983 0.2 1.0 0.6
C 1.853005 3.064570 2.987009 -0.3 -0.2 -0.6
C 2.008818 3.280487 1.467773 -0.5 -0.1 -0.2
C 0.796306 2.849037 0.608254 0.5 0.4 -0.7
C 1.235507 2.064743 -0.672562 -1.4 0.1 1.5
C -0.005336 1.865690 -1.568455 1.1 -0.3 -0.9
C -0.594295 0.437352 -1.522102 -0.9 0.8 0.4
C -0.709466 -0.196394 -0.122037 -0.1 -0.9 -0.4
C -2.139714 -0.283285 0.429710 0.9 0.5 0.7
C -2.128723 -0.727262 1.921747 -0.8 -0.4 -0.8
C -2.447475 -2.246339 2.092051 1.4 0.6 0.3
C -1.148994 -3.058627 2.387505 -0.8 -0.2 -0.1
C -0.666483 -3.896402 1.192113 -0.3 -1.2 0.8
C 0.675178 -4.590997 1.575502 0.2 1.0 0.0
Si 2.212674 -3.652061 1.041623 -1.4 -2.2 0.1
O 1.807147 -1.982049 1.175073 -0.5 -1.0 0.3
C 2.664838 -1.331297 1.863335 -1.8 -0.9 -2.1
N 3.568545 -0.730153 2.160499 2.9 2.1 1.9
O 2.442553 -3.976497 -0.594972 0.2 1.6 0.6
Si 3.134670 -2.723969 -1.434616 0.2 -0.7 -0.7
O 2.006344 -1.901859 -2.410459 0.4 -0.5 1.0
N 2.704929 -1.286612 -3.476279 0.1 0.3 -0.3
O 2.662501 -0.128263 -3.388830 -0.1 0.1 -0.2
C 3.659628 -4.184132 2.108671 1.2 -0.9 -0.4
C 5.007789 -4.154497 1.321758 -0.7 1.5 -0.1
C 3.508540 -5.644538 2.648184 0.3 0.6 0.6
C 4.560775 -5.884484 3.780772 -0.8 0.0 -0.4
H -0.087063 0.367363 6.139316 0.2 0.0 -0.5
H 0.542084 -0.406464 4.655384 0.0 0.0 0.1
H -1.148552 0.139024 4.773483 0.1 -0.3 0.0
H 0.554820 2.495899 5.184951 -0.2 -0.1 0.1
H -0.672228 2.125248 3.934076 0.1 0.4 0.1
H 0.968435 1.069047 2.524319 0.1 0.1 0.0
H 2.197102 1.093585 3.778719 -0.2 -0.2 0.0
H 2.837065 3.220719 3.436948 -0.2 0.1 0.2
H 1.149107 3.821408 3.393317 0.7 -0.5 -0.2
H 2.200255 4.334483 1.238696 0.1 0.0 0.2
H 2.874996 2.732283 1.077234 0.0 0.0 0.3
H 0.256718 3.729914 0.238377 0.1 0.1 0.2
H 0.047201 2.292772 1.179074 0.1 -0.1 -0.1
H 2.052945 2.611013 -1.141633 0.0 -0.2 -0.2
H 1.563675 1.085716 -0.302405 0.5 0.1 -0.4
H 0.318195 2.030050 -2.606532 -0.2 0.0 0.0
H -0.737021 2.658083 -1.387625 -0.1 -0.2 0.2
H -1.619517 0.514993 -1.913999 0.1 -0.1 -0.1
H -0.079073 -0.216867 -2.224551 0.3 0.0 0.2
H -0.355143 -1.230602 -0.214380 0.2 0.1 0.2
H -0.081645 0.262934 0.643008 0.1 0.2 -0.2
H -2.687484 -0.992328 -0.193798 -0.3 0.2 0.1
H -2.559301 0.720745 0.369111 -0.4 0.0 -0.2
H -1.158596 -0.479442 2.360657 0.0 -0.1 0.0
H -2.857002 -0.152377 2.501436 0.0 0.0 -0.2
H -3.172222 -2.345424 2.901308 0.1 -0.2 0.0
H -2.884234 -2.662254 1.180149 -0.2 0.2 0.1
H -1.391565 -3.754999 3.200245 0.3 -0.1 -0.1
H -0.331463 -2.435484 2.761553 -0.2 0.2 0.0
H -1.413131 -4.704896 1.061053 0.3 0.5 -0.2
H -0.644214 -3.344478 0.249396 0.2 0.1 0.1
H 0.724811 -5.643722 1.287936 0.1 0.1 -0.2
H 0.728726 -4.585626 2.675047 0.0 -0.1 -0.1
H 3.829408 -1.798846 -0.521901 -0.3 0.1 0.0
H 4.160539 -3.274276 -2.335287 -0.1 0.0 -0.1
H 3.830016 -3.555042 2.989234 -0.4 0.2 -0.1
H 5.859832 -4.392762 1.954103 0.0 -0.3 -0.1
H 4.972052 -4.740276 0.402358 0.1 -0.3 0.2
H 5.153682 -3.108583 1.014989 0.3 -0.2 -0.1
H 2.530317 -5.823621 3.094360 -0.1 0.0 -0.3
H 3.651165 -6.361889 1.836852 -0.1 0.1 0.0
H 4.016881 -5.924664 4.726027 0.2 -0.3 0.1
H 5.079722 -6.821398 3.585730 0.2 0.1 0.4
H 5.268901 -5.062519 3.876411 0.1 -0.1 -0.2
Cl -0.381139 -6.935801 -1.172331 0.0 0.0 0.0
C -1.931512 -7.307593 -1.969803 0.0 -0.1 -0.1
C -2.692463 -6.059620 -2.336375 -0.1 0.0 -0.1
Cl -3.293497 -5.194145 -0.900040 -0.1 0.0 0.0
H -2.508519 -7.945835 -1.305072 0.0 0.1 0.1
H -1.697350 -7.873480 -2.870291 0.0 0.1 0.0
H -3.563292 -6.320750 -2.935963 0.0 -0.1 0.0
H -2.077405 -5.371189 -2.911089 0.1 0.0 0.1
Cl -0.172675 2.000985 -8.360801 0.0 0.0 0.0
C 1.191885 1.171673 -7.564936 0.0 -0.1 0.0
C 1.295534 1.524095 -6.103877 0.0 -0.1 0.1
Cl 1.789014 3.217898 -5.854240 0.1 0.0 0.0
H 2.101628 1.427508 -8.102506 0.0 0.1 0.0
H 1.019276 0.101985 -7.673560 -0.1 0.0 0.1
H 2.050258 0.902773 -5.625575 0.0 0.0 -0.1
H 0.350035 1.369657 -5.586865 0.0 0.1 0.0
Cl -3.613544 3.047212 -6.118967 0.0 0.0 0.0
C -2.761427 4.559167 -6.539429 0.0 0.1 0.1
C -1.478726 4.722001 -5.767259 0.1 0.0 -0.1
Cl -1.769339 5.019208 -4.031235 0.0 0.0 0.0
H -3.444987 5.391165 -6.365767 0.4 -0.4 0.2
H -2.544269 4.513659 -7.605747 0.1 0.0 0.0
H -0.927156 5.581056 -6.146650 -0.1 0.0 0.0
H -0.844370 3.845165 -5.856255 -0.1 0.0 0.1
Cl -3.938215 2.947564 2.524797 0.0 -0.2 0.0
C -3.670353 4.675881 2.221027 -0.1 0.2 -0.1
C -2.294851 4.961903 1.667981 -0.1 0.1 0.0
Cl -1.014481 4.672396 2.872627 -0.4 0.2 -0.1
H -3.840142 5.207477 3.154264 0.1 0.0 0.0
H -4.427127 4.991365 1.504002 0.1 0.0 0.0
H -2.232801 6.010914 1.381232 0.0 0.0 0.0
H -2.072793 4.354942 0.792096 0.0 -0.1 0.1
Cl 1.524973 -0.973833 7.885251 0.0 -0.1 0.1
C 0.489178 -1.975988 8.933357 0.1 0.0 0.1
C -0.286917 -3.005608 8.151387 0.0 -0.1 0.1
Cl -1.536933 -2.267425 7.119267 0.0 0.0 0.0
H -0.171239 -1.312384 9.486290 0.0 0.0 -0.1
H 1.146565 -2.473687 9.644990 0.0 -0.1 0.0
H -0.799730 -3.677951 8.837853 0.0 0.1 0.0
H 0.366812 -3.598443 7.516046 0.0 0.1 0.0
Cl -4.837476 6.566165 -7.729371 -0.4 0.3 -0.3
C -4.846418 8.318124 -8.052626 -0.1 0.1 -0.1
C -3.507454 8.804804 -8.543829 0.0 0.1 -0.1
Cl -2.261535 8.733193 -7.271124 0.0 -0.1 0.0
H -5.147718 8.827487 -7.140617 0.1 -0.1 0.0
H -5.606431 8.498910 -8.811403 0.1 0.0 0.0
H -3.585403 9.845615 -8.854291 0.0 0.0 0.1
H -3.157260 8.220464 -9.391268 0.0 -0.1 0.1
```
Forces are in eV/Å.

The gap between HOMO and LUMO is 9.454 eV.